The following is a quantum chemistry calculation of an isolated ion of composition C4H10N3 and charge +1 at a distorted geometry, from OMol25.

Atoms and positions in Å:
C  -1.62886  0.05177  1.99205
C  -0.78641  0.71461  1.18144
C  0.12131  -0.69459  -1.86827
C  1.57602  0.31321  1.05788
N  0.21141  0.16303  -0.91832
N  -0.08168  -0.19951  -3.04817
N  0.24481  -0.08557  0.44558
H  -2.44824  0.49414  2.49122
H  -1.56542  -1.02999  2.02548
H  -0.61555  1.78386  1.03475
H  -0.03050  -1.84685  -1.78915
H  1.71983  1.38537  0.79539
H  1.59777  0.12615  2.16017
H  2.29343  -0.36639  0.60546
H  -0.66853  -0.51775  -3.77879
H  0.11318  0.75021  -2.95641
H  -0.05257  -1.04170  0.56968

2S+1: 1
charge: +1
ΔE to the lowest compared entry with this formula, charge and spin: 321.8 kJ/mol
F_max: 5.0 eV/A
calculated total energy: -322.3380 Eh
SMILES: C=C[N@H+](C)/N=C/N
HOMO energy: -13.898 eV
frontier orbital gap: 10.95 eV

Partial atomic charges computed with the natural (NBO) method, in multiples of e: -0.343 -0.035 0.320 -0.414 -0.436 -0.742 -0.222 0.250 0.205 0.245 0.188 0.250 0.247 0.234 0.432 0.406 0.414